# C20H68N4O14

A 14-piece molecular cluster, C20H68N4O14 overall at a distorted geometry (wB97M-V/def2-TZVPD, OMol25).

```
! wB97M-V def2-TZVPD RIJCOSX def2/J DEFGRID3
* xyz 0 1
C 8.915 10.057 17.623
C 9.999 9.495 18.468
O 11.130 10.273 18.233
H 9.114 9.935 16.556
H 8.481 11.034 17.956
H 7.947 9.488 17.745
H 10.202 8.452 18.421
H 9.721 9.693 19.514
H 11.817 9.930 18.791
C 3.759 11.814 10.489
C 3.635 10.699 11.489
O 2.371 10.219 11.536
H 4.728 12.335 10.503
H 3.042 12.567 10.784
H 3.648 11.472 9.481
H 3.892 11.107 12.504
H 4.276 9.866 11.296
H 2.358 9.537 12.240
C 5.942 7.724 18.417
C 4.897 8.875 18.308
O 4.412 9.303 19.573
H 6.768 8.007 19.050
H 6.366 7.430 17.506
H 5.488 6.739 18.782
H 4.025 8.553 17.748
H 5.320 9.733 17.804
H 3.704 9.929 19.419
C 5.493 4.498 15.513
C 4.833 5.534 14.642
O 4.212 6.535 15.419
H 6.181 3.861 14.994
H 4.683 3.880 15.969
H 5.999 4.991 16.341
H 4.107 5.078 13.990
H 5.500 6.135 14.072
H 4.581 7.428 15.273
C 5.938 15.507 12.663
C 6.357 14.253 11.883
O 5.979 13.079 12.568
H 6.194 15.409 13.752
H 4.858 15.703 12.626
H 6.276 16.411 12.159
H 7.407 14.178 11.863
H 6.027 14.231 10.799
H 5.142 13.115 12.907
C 6.791 10.755 15.060
C 5.805 9.877 14.373
O 5.850 8.647 15.060
H 6.728 10.744 16.137
H 6.786 11.795 14.656
H 7.843 10.448 14.909
H 6.088 9.584 13.362
H 4.773 10.328 14.473
H 6.738 8.219 15.054
C 11.261 11.367 14.103
O 11.909 11.759 15.262
N 11.830 10.970 13.037
N 10.011 11.642 13.865
H 12.806 10.633 13.270
H 11.367 10.452 12.301
H 9.503 12.106 14.671
H 9.542 11.468 13.039
C 2.174 9.131 14.893
O 2.721 8.837 13.678
N 1.506 10.211 15.085
N 2.207 8.345 15.855
H 1.534 10.952 14.270
H 1.215 10.434 16.029
H 2.816 7.520 15.754
H 1.711 8.515 16.728
C 10.449 7.923 12.924
O 9.436 8.840 12.608
H 10.110 6.948 12.551
H 10.670 7.965 14.012
H 11.431 8.105 12.470
H 9.523 9.536 13.211
C 8.517 14.254 15.237
O 8.871 13.013 15.901
H 7.771 14.815 15.786
H 8.007 14.055 14.300
H 9.455 14.783 15.149
H 9.476 13.219 16.665
C 7.517 10.774 10.852
O 7.902 11.302 12.086
H 8.282 10.060 10.546
H 7.448 11.483 10.085
H 6.630 10.274 11.030
H 7.106 11.699 12.474
C 8.674 6.259 14.829
O 8.253 7.336 15.635
H 8.052 5.431 15.014
H 9.709 6.070 14.945
H 8.462 6.525 13.808
H 8.548 7.034 16.471
C 3.807 12.183 16.888
O 4.545 12.994 15.962
H 4.241 12.065 17.906
H 3.696 11.160 16.520
H 2.777 12.571 16.954
H 4.059 13.129 15.163
C 6.817 6.977 11.282
O 7.607 5.888 10.900
H 6.910 7.829 10.566
H 7.092 7.358 12.246
H 5.794 6.678 11.274
H 7.390 5.788 9.971
*
```

Results
energy relative to the best compared isomer or geometry (same formula, charge and spin)	5.6078	eV
HOMO	-8.5	eV
LUMO energy	0.0025	hartree
frontier orbital gap	0.315	Ha

Here are the Mulliken charges for atoms 1 to 5, given in e: 0.1067, -0.6967, -0.4644, -0.0933, 0.4223

***

# C20H68O20S3

C20H68O20S3 as an isolated structure at a distorted geometry (wB97M-V/def2-TZVPD, OMol25).

```
! wB97M-V def2-TZVPD RIJCOSX def2/J DEFGRID3
* xyz 0 1
O 15.163 -28.363 -16.161
S 14.201 -27.325 -15.802
O 12.786 -27.633 -15.639
O 14.646 -26.402 -14.487
C 14.445 -27.061 -13.276
C 15.387 -26.693 -12.088
C 14.290 -26.038 -17.090
H 14.488 -28.150 -13.305
H 13.515 -26.863 -12.744
H 15.111 -27.230 -11.180
H 15.358 -25.616 -11.927
H 16.391 -27.040 -12.334
H 15.321 -25.715 -17.235
H 13.659 -25.229 -16.721
H 13.857 -26.369 -18.034
O 17.466 -29.194 -11.855
S 16.879 -30.217 -12.705
O 17.629 -31.120 -13.573
O 15.775 -31.077 -11.790
C 15.567 -32.370 -12.178
C 14.528 -32.923 -11.194
C 15.649 -29.215 -13.750
H 16.442 -33.019 -12.218
H 15.162 -32.304 -13.187
H 14.965 -32.919 -10.195
H 14.355 -33.988 -11.351
H 13.637 -32.299 -11.130
H 15.523 -29.547 -14.781
H 16.048 -28.201 -13.723
H 14.743 -29.538 -13.238
O 16.243 -35.293 -15.062
S 17.670 -35.225 -14.730
O 18.716 -35.819 -15.578
O 17.954 -33.559 -14.619
C 18.001 -32.837 -15.788
C 17.413 -31.467 -15.622
C 18.005 -35.556 -12.890
H 17.453 -33.304 -16.607
H 19.046 -32.685 -16.058
H 18.030 -30.855 -14.963
H 16.451 -31.484 -15.109
H 17.433 -30.906 -16.556
H 18.166 -36.622 -12.730
H 17.079 -35.267 -12.392
H 18.870 -34.934 -12.662
C 13.785 -36.181 -12.587
O 13.851 -35.265 -11.498
H 13.254 -35.917 -13.501
H 14.762 -36.604 -12.822
H 13.359 -37.073 -12.127
H 14.001 -34.393 -11.871
C 12.409 -33.692 -10.895
O 11.586 -32.547 -10.832
H 13.231 -33.635 -10.181
H 11.920 -34.651 -10.724
H 12.754 -33.685 -11.929
H 11.546 -32.115 -9.976
C 14.146 -31.886 -8.897
O 13.960 -33.318 -8.694
H 15.131 -31.697 -9.323
H 13.483 -31.487 -9.664
H 13.974 -31.250 -8.028
H 14.467 -33.492 -7.898
C 15.212 -30.986 -16.542
O 14.680 -32.220 -16.926
H 14.871 -30.203 -17.218
H 14.851 -30.605 -15.586
H 16.300 -30.959 -16.609
H 14.860 -32.841 -16.216
C 13.766 -29.771 -10.740
O 14.453 -28.574 -10.235
H 12.693 -29.584 -10.772
H 14.300 -30.159 -11.608
H 13.976 -30.438 -9.904
H 15.363 -28.491 -10.530
C 16.549 -28.823 -10.015
O 16.268 -27.910 -10.992
H 15.883 -28.528 -9.204
H 16.567 -29.903 -10.160
H 17.537 -28.694 -9.573
H 16.626 -28.352 -11.765
C 18.626 -33.936 -11.131
O 17.672 -33.214 -11.917
H 18.830 -33.393 -10.209
H 18.146 -34.885 -10.888
H 19.573 -34.090 -11.647
H 17.546 -32.372 -11.473
C 14.930 -34.312 -13.901
O 14.056 -33.826 -12.925
H 15.200 -35.357 -13.750
H 14.398 -34.256 -14.851
H 15.859 -33.745 -13.966
H 13.338 -33.403 -13.402
C 19.406 -29.202 -11.385
O 18.710 -30.441 -11.162
H 19.389 -28.499 -10.552
H 20.479 -29.391 -11.421
H 18.934 -28.706 -12.233
H 17.804 -30.256 -11.420
C 18.805 -29.535 -14.509
O 20.159 -29.865 -14.330
H 18.730 -29.247 -15.558
H 18.200 -30.412 -14.280
H 18.470 -28.671 -13.935
H 20.503 -29.610 -13.470
C 19.394 -32.184 -13.341
O 20.137 -31.695 -12.246
H 19.513 -31.524 -14.200
H 19.800 -33.094 -13.784
H 18.339 -32.400 -13.173
H 19.577 -31.092 -11.752
*
```

Results
energy relative to the best compared isomer or geometry (same formula, charge and spin)	54.0806	eV
HOMO	-8.3	eV
LUMO energy	0.0045	hartree
frontier orbital gap	0.310	Ha

Here are the Mulliken charges for atoms 1 to 5, given in e: -0.5864, 1.3208, -0.6797, -0.3267, -0.2656

***

# C20H75N5O15

A 15-piece molecular cluster, C20H75N5O15 overall at a distorted geometry (wB97M-V/def2-TZVPD, OMol25).

```
! wB97M-V def2-TZVPD RIJCOSX def2/J DEFGRID3
* xyz 0 1
C -6.087 -1.977 16.667
C -6.841 -3.369 16.538
C -8.379 -3.178 16.857
O -8.584 -3.088 18.272
C -9.955 -2.996 18.605
N -6.735 -3.812 15.151
H -6.280 -1.723 17.709
H -6.380 -1.186 15.977
H -5.008 -2.090 16.563
H -6.342 -4.087 17.189
H -8.944 -3.999 16.417
H -8.810 -2.318 16.344
H -10.495 -2.127 18.227
H -9.997 -2.861 19.685
H -10.573 -3.875 18.424
H -7.182 -3.079 14.620
H -5.732 -3.789 15.030
C -8.524 2.635 27.657
C -7.105 2.376 27.144
C -6.621 3.652 26.417
O -7.302 3.749 25.123
C -6.847 4.766 24.317
N -6.159 2.092 28.193
H -8.835 1.812 28.300
H -9.237 2.725 26.837
H -8.577 3.617 28.127
H -6.990 1.565 26.425
H -5.543 3.547 26.295
H -6.681 4.573 26.998
H -7.269 4.674 23.316
H -5.776 4.623 24.172
H -7.126 5.725 24.754
H -6.334 1.109 28.345
H -5.225 2.176 27.818
C -14.253 2.032 14.050
C -13.080 1.371 13.294
C -11.698 1.699 13.740
O -10.783 1.396 12.766
C -9.387 1.278 13.035
N -13.335 -0.064 13.400
H -14.286 3.095 13.812
H -14.208 1.876 15.128
H -15.212 1.657 13.692
H -13.138 1.608 12.231
H -11.518 1.170 14.676
H -11.574 2.758 13.969
H -9.177 0.420 13.673
H -9.007 2.146 13.573
H -8.837 1.160 12.101
H -12.703 -0.529 12.764
H -14.265 -0.291 13.079
C -12.364 4.920 23.558
C -11.010 4.563 23.020
C -10.227 3.420 23.653
O -11.060 2.246 23.551
C -10.456 1.083 24.117
N -11.340 4.411 21.573
H -13.038 4.065 23.605
H -12.865 5.719 23.011
H -12.167 5.249 24.578
H -10.358 5.436 22.980
H -9.955 3.693 24.673
H -9.296 3.260 23.110
H -9.366 1.115 24.098
H -10.782 0.192 23.580
H -10.712 1.107 25.176
H -10.483 4.184 21.088
H -11.714 5.253 21.160
C -10.771 1.571 18.084
C -9.476 1.166 18.829
C -8.572 2.346 19.185
O -9.048 3.409 20.037
C -8.079 4.344 20.334
N -9.749 0.579 20.126
H -11.324 0.648 17.912
H -10.683 2.123 17.149
H -11.450 2.222 18.636
H -8.894 0.407 18.307
H -8.332 2.715 18.189
H -7.653 1.941 19.608
H -8.570 5.263 20.656
H -7.449 4.563 19.472
H -7.489 4.022 21.192
H -9.118 0.778 20.889
H -10.631 1.001 20.381
O -5.445 2.388 17.876
H -5.224 2.949 18.620
H -5.294 1.498 18.194
O -7.877 -1.278 20.134
H -8.133 -1.911 19.463
H -8.511 -0.567 20.047
O -12.037 1.837 21.107
H -12.069 2.747 20.813
H -11.697 1.885 22.001
O -8.986 -1.803 22.782
H -8.732 -1.829 21.860
H -8.211 -2.106 23.254
O -5.523 0.141 19.849
H -5.536 0.583 20.699
H -6.217 -0.516 19.910
O -5.106 6.213 17.612
H -4.990 5.970 18.530
H -5.910 5.767 17.345
O -12.772 -1.277 20.203
H -12.228 -0.508 20.036
H -13.662 -0.991 19.995
O -13.404 -1.248 15.820
H -13.626 -0.537 16.422
H -13.247 -0.812 14.982
O -6.777 4.197 16.194
H -6.635 3.961 15.278
H -6.200 3.611 16.685
O -4.859 5.451 20.251
H -4.524 5.201 21.112
H -5.666 5.932 20.437
*
```

Results
energy relative to the best compared isomer or geometry (same formula, charge and spin)	0.7736	eV
HOMO	-9.2	eV
LUMO energy	-0.0062	hartree
frontier orbital gap	0.332	Ha

Here are the Mulliken charges for atoms 1 to 5, given in e: -0.9132, 0.2170, -0.7407, -0.5054, -0.8442

***

# C20H76BNO33S

A 30-piece molecular cluster, C20H76BNO33S overall at a distorted geometry (wB97M-V/def2-TZVPD, OMol25).

```
! wB97M-V def2-TZVPD RIJCOSX def2/J DEFGRID3
* xyz 0 1
C -0.437 2.735 -2.677
C -1.574 2.595 -2.005
C -2.877 2.251 -1.078
C -2.284 2.050 0.434
C -2.582 3.099 1.567
C -1.929 2.821 2.989
C -0.995 1.546 3.207
C -0.704 0.491 2.064
C -1.379 0.769 0.645
S -1.021 -0.495 -0.682
C 0.750 -0.995 -0.286
C 1.134 -0.983 1.281
C 2.643 -1.393 1.598
C 3.671 -1.783 0.433
C 3.266 -1.786 -1.119
B 4.304 -2.192 -2.329
C 5.143 -0.962 -3.007
O 4.388 -3.586 -2.742
C 1.753 -1.389 -1.439
C 1.142 -1.379 -2.952
C 0.448 -2.854 -3.128
O 1.101 -3.819 -2.580
O -0.811 -3.083 -3.797
C -1.710 -3.813 -2.916
C -2.915 -2.981 -2.191
O -1.652 -5.060 -2.687
N 0.191 -0.654 2.383
H 0.720 2.767 -2.866
H -3.441 1.313 -1.449
H -3.531 3.196 -1.099
H -3.251 3.991 1.309
H -2.121 3.533 3.865
H -0.525 1.383 4.254
H 2.939 -1.423 2.705
H 4.756 -2.098 0.707
H 4.434 -0.109 -3.369
H 5.878 -0.516 -2.227
H 5.728 -1.295 -3.962
H 3.909 -3.636 -3.621
H 0.376 -0.539 -3.121
H 1.954 -1.269 -3.758
H -2.837 -1.904 -2.621
H -2.696 -2.967 -1.057
H -3.925 -3.481 -2.425
H -0.407 -1.509 2.480
O 1.576 2.226 0.553
H 0.947 1.636 0.994
H 1.266 2.255 -0.362
O -5.715 3.064 1.588
H -5.218 2.448 2.150
H -6.330 3.494 2.200
O -2.199 -6.715 -0.461
H -1.969 -6.444 -1.362
H -3.161 -6.627 -0.427
O 2.137 -0.551 4.951
H 2.290 -1.326 5.509
H 1.470 -0.848 4.315
O -2.845 -0.367 5.377
H -2.713 0.179 6.163
H -2.087 -0.154 4.814
O 0.449 -3.808 0.658
H 0.449 -3.790 -0.309
H 0.020 -4.647 0.874
O 4.513 0.642 6.530
H 4.665 -0.132 7.088
H 3.846 0.345 5.895
O -3.409 4.806 -3.457
H -2.910 4.187 -2.901
H -4.019 5.234 -2.840
O -6.322 4.620 4.245
H -6.308 5.509 3.867
H -6.392 4.772 5.197
O -4.539 6.169 -5.875
H -4.041 5.551 -5.320
H -5.149 6.596 -5.260
O -7.852 1.814 -0.211
H -7.135 2.057 0.393
H -8.533 1.449 0.368
O 2.480 3.914 -3.766
H 2.887 4.286 -2.970
H 2.000 4.659 -4.152
O 2.207 -4.116 -5.329
H 1.571 -4.704 -4.899
H 1.912 -4.084 -6.250
O 5.991 -0.955 2.290
H 6.006 -0.068 1.909
H 5.919 -0.800 3.242
O 6.949 -4.168 2.455
H 7.346 -3.792 3.251
H 6.472 -3.426 2.060
O 2.024 -2.268 7.500
H 2.519 -2.880 8.063
H 1.408 -1.837 8.107
O 0.927 -7.231 -0.160
H 1.158 -6.959 -1.058
H -0.036 -7.142 -0.129
O 4.735 5.569 -2.804
H 5.236 6.238 -2.317
H 5.392 4.891 -3.012
O 6.366 1.689 -1.484
H 6.497 2.237 -0.699
H 7.124 1.898 -2.046
O 3.935 -4.126 9.227
H 4.857 -4.214 9.500
H 3.521 -4.943 9.535
O -2.924 8.485 -4.471
H -2.933 8.506 -5.437
H -3.357 7.650 -4.253
O -4.725 0.658 2.674
H -5.381 0.027 2.997
H -3.887 0.180 2.743
O 7.451 -3.329 -2.177
H 7.769 -3.568 -3.056
H 6.537 -3.647 -2.165
O 3.083 -3.832 -8.353
H 3.572 -3.163 -7.857
H 3.743 -4.510 -8.545
O -5.361 5.579 0.110
H -5.208 4.800 0.666
H -6.029 5.286 -0.524
O -4.875 -5.874 0.666
H -4.170 -5.634 1.283
H -5.565 -6.245 1.232
O -3.634 8.259 -0.170
H -3.636 8.278 -1.136
H -4.069 7.424 0.049
O -5.281 2.808 -5.021
H -4.781 3.476 -4.532
H -4.625 2.130 -5.228
O 0.522 -3.166 5.231
H 0.885 -2.911 6.094
H -0.332 -3.562 5.445
*
```

Results
HOMO	-8.0	eV
LUMO energy	-0.0109	hartree
frontier orbital gap	0.284	Ha

Here are the Mulliken charges for atoms 1 to 5, given in e: -0.4047, -0.1331, -0.2986, 0.7666, -0.8217

***

Quick rundown of E_tot, same order as above: -2074.95189; -3499.87941; -2209.22734; -3767.91546 Ha